[1]
ORCA calculation (the ωB97M-V functional and the def2-TZVPD basis) on 6 unconnected molecules or ions with the total composition C25H38F5N2O20P2.

Results
Maximum force in eV Å⁻¹: 2.19
Energy relative to the best compared isomer or geometry (same formula, charge and spin) in eV: 0.000
Multiplicity: 1
Gap between HOMO and LUMO in eV: 5.33
E_tot in eV: -102636.808
E_LUMO in hartree: 0.064
Total charge: -1

CARTESIAN COORDINATES (ANGSTROEM)
P: 2.2006 -0.0908 -4.3740
P: 3.3981 -1.9963 -3.9436
F: -4.8473 -1.2087 -1.6299
F: 4.7220 2.0733 2.4618
F: -0.0845 -0.0175 4.6766
F: 2.7028 5.9627 4.5176
F: -5.8323 4.7745 -1.5515
O: 0.5289 2.2893 3.2968
O: -3.0790 2.2228 0.8264
O: 1.9003 4.0462 3.6227
O: -7.2954 -2.5595 0.3709
O: -6.8030 -0.6373 -0.6592
O: -1.2050 -3.5572 -2.5658
O: 3.0634 -0.8394 3.2786
O: 4.9810 -1.2657 -4.6620
O: 4.8484 -0.1641 2.1201
O: -4.1327 3.6246 -0.5959
O: 2.5504 0.0386 8.2503
O: 1.6652 -0.6353 -0.7119
O: 4.4810 -2.3648 2.4331
O: 1.5368 0.1792 6.2395
O: -2.1506 -1.5594 -2.8661
O: -0.2264 4.1591 4.2952
O: 2.8259 0.4335 -5.8533
O: -8.8018 -0.8914 0.3533
O: -5.2934 2.0525 0.5002
O: 0.7917 -1.2757 7.7604
N: 2.6240 1.2100 -3.3307
N: 5.8294 0.8556 -3.7853
C: 2.0579 -1.9423 -0.3542
C: -5.3870 3.5281 -1.2468
C: 5.4091 -0.1593 -4.2245
C: 3.3347 -2.4435 -1.0453
C: -1.6269 -0.2294 -2.9607
C: 3.9157 -1.5702 -2.1670
C: -6.2463 2.8597 -0.1993
C: 0.7115 3.3842 3.6994
C: 1.7136 -0.3165 7.4962
C: -1.9151 0.5531 -1.6716
C: -0.5742 -2.3851 -4.5478
C: 0.6796 -0.7179 5.5432
C: -1.3017 -2.5597 -3.2464
C: 3.0932 0.5965 3.3710
C: -0.1343 -1.3141 6.6671
C: 0.4186 5.3476 4.7649
C: -7.7424 -1.3236 0.0534
C: 4.1661 -1.2363 2.5984
C: 1.7246 -2.8317 -3.4496
C: 0.7589 -3.1321 -4.6068
C: -4.0651 2.5971 0.3004
C: 3.9827 0.9610 2.2072
C: -5.5726 -1.3390 -0.4985
C: 1.6411 5.4141 3.8782
C: -6.0349 -2.7589 -0.2860
H: 2.0874 1.0122 3.2960
H: 1.8489 1.8412 -3.1926
H: 3.3736 1.7655 -3.7317
H: 1.2838 -1.4367 4.9876
H: 4.1483 -3.2318 -3.8122
H: 3.1726 -0.3513 -6.2892
H: 0.6926 5.2247 5.8135
H: 1.4881 5.9339 2.9313
H: 4.9731 -1.8114 -2.1365
H: -0.4089 -1.3554 -4.8265
H: 3.2597 -3.4861 -1.3196
H: 1.8685 -3.7626 -2.9244
H: -5.2707 2.9562 -2.1688
H: -0.2347 6.2095 4.6612
H: -2.1208 0.2592 -3.7907
H: 1.2174 -2.1019 -2.8338
H: 3.5392 0.8870 4.3249
H: 3.1285 -2.3511 -5.3431
H: -0.4579 -2.3317 6.4676
H: -5.3593 -3.3399 0.3347
H: -2.4624 1.4395 -1.9562
H: -6.6871 3.5812 0.4898
H: -0.5610 -0.2029 -3.1530
H: -7.0339 2.2452 -0.6278
H: 1.2554 -2.6309 -0.6115
H: -6.1905 -3.2772 -1.2324
H: 2.1559 -2.0261 0.7204
H: 0.4984 -4.1837 -4.5814
H: -5.0178 -0.9117 0.3388
H: 4.0954 -2.4480 -0.2703
H: 3.4612 1.0852 1.2563
H: -1.0027 -0.6977 6.9038
H: 1.1587 -2.9456 -5.6000
H: -0.9789 0.8528 -1.2245
H: -2.4413 -0.0621 -0.9590
H: -1.2160 -2.8338 -5.3025
H: 0.9141 -0.6746 -1.2954
H: 3.8534 -0.5308 -1.8670

For each atom in turn, the Mulliken charge in e is:
1. P 0.07
2. P -0.23
3. F -0.33
4. F -0.34
5. F -0.24
6. F -0.29
7. F -0.30
8. O -0.54
9. O -0.47
10. O -0.19
11. O -0.32
12. O -0.27
13. O -0.63
14. O -0.23
15. O -0.65
16. O -0.36
17. O -0.30
18. O -0.52
19. O -0.48
20. O -0.53
21. O -0.19
22. O -0.24
23. O -0.32
24. O -0.52
25. O -0.52
26. O -0.31
27. O -0.33
28. N -0.49
29. N -0.69
30. C -0.31
31. C 0.34
32. C 0.78
33. C -0.75
34. C 0.67
35. C -1.22
36. C -0.40
37. C 0.53
38. C 0.57
39. C -1.29
40. C -0.37
41. C 0.28
42. C 0.36
43. C 0.23
44. C -0.42
45. C -0.44
46. C 0.60
47. C 0.54
48. C 0.54
49. C -1.04
50. C 0.69
51. C 0.53
52. C 0.36
53. C 0.28
54. C -0.43
55. H -0.34
56. H 0.25
57. H 0.24
58. H 0.31
59. H 0.11
60. H 0.37
61. H 0.28
62. H 0.29
63. H 0.56
64. H 0.36
65. H 0.40
66. H 0.61
67. H 0.27
68. H 0.27
69. H 0.30
70. H -0.86
71. H 0.30
72. H 0.15
73. H 0.29
74. H 0.29
75. H 0.33
76. H 0.28
77. H -0.45
78. H 0.23
79. H 0.13
80. H 0.29
81. H 0.39
82. H 0.40
83. H 0.32
84. H 0.46
85. H 0.31
86. H 0.29
87. H 0.41
88. H 0.38
89. H 0.20
90. H 0.41
91. H -0.05
92. H 0.37

***

[2]
ORCA calculation (the ωB97M-V functional and the def2-TZVPD basis) on a molecular structure, C25H38F6N8O6SSbSiTa.

Results
Maximum force in eV Å⁻¹: 1.68
Energy relative to the best compared isomer or geometry (same formula, charge and spin) in eV: 1.269
Multiplicity: 2
Gap between HOMO and LUMO (alpha / beta) in eV: 6.92 / 6.18
E_tot in eV: -93834.141
E_LUMO (alpha / beta) in hartree: -0.365 / -0.392
⟨S²⟩: 0.7814
Total charge: +3

CARTESIAN COORDINATES (ANGSTROEM)
Ta: -0.8863 0.0788 -0.7272
Sb: -4.6633 1.4322 -1.1134
S: 0.2262 -2.3599 0.0376
Si: 2.6033 0.5563 -2.0254
F: -3.7998 0.5505 -2.5328
F: -3.6677 2.9394 -1.6466
F: -5.1048 -0.2413 -0.4130
F: -4.9495 2.2021 0.5379
F: -6.2332 1.8193 -1.9704
F: -2.6384 0.9943 -0.2437
O: -0.7969 -3.2931 0.3548
O: 0.1511 -1.6918 -1.3377
O: -0.6053 1.5453 1.0181
O: -3.8374 -2.7544 -0.4230
O: 0.0094 -1.0427 0.8310
O: -2.3688 -1.3007 -1.0096
N: -0.9645 2.1346 -1.7172
N: -1.9058 -1.4597 3.5813
N: -1.0293 -0.1362 -2.9485
N: -5.0185 -2.2290 1.9348
N: -2.9131 -1.4036 1.1187
N: -3.1191 -1.8771 -0.0695
N: 1.2372 0.8316 -0.7581
N: -3.2238 -1.9063 3.3187
C: -3.2032 2.8644 3.2852
C: 2.0577 -0.3505 -3.5603
C: 4.0274 -4.6721 0.4717
C: 2.3869 2.6414 2.8154
C: 0.7098 1.7856 1.3727
C: 2.0414 -3.7002 1.4548
C: -1.5512 2.4606 1.6472
C: -3.2411 4.1964 2.8978
C: -3.7579 -1.8728 2.1112
C: -2.4156 4.6541 1.8794
C: 3.3608 2.4017 1.8285
C: 3.0172 1.8346 0.6379
C: 3.6971 -4.0901 -0.7523
C: -1.1547 1.0740 -3.8262
C: 3.1862 -4.4548 1.5718
C: -1.5456 3.7791 1.2429
C: -0.4626 2.2058 -3.1103
C: -2.3456 1.9713 2.6544
C: 1.7574 -3.1061 0.2201
C: 3.9803 -0.4193 -1.2325
C: 5.2307 -5.5514 0.6068
C: 2.5702 -3.3021 -0.8908
C: 1.0484 2.3442 2.5754
C: 3.1360 2.2698 -2.5524
C: 1.6592 1.4551 0.3534
H: -2.2129 1.2861 -3.9523
H: 4.3277 -4.2710 -1.6134
H: -1.9464 2.4372 -1.7271
H: 4.9188 -6.5982 0.6245
H: 2.3073 -2.8817 -1.8504
H: -0.7267 0.8700 -4.8058
H: -0.8552 4.1525 0.4951
H: 2.9998 -0.4400 -4.1143
H: -2.2739 0.9316 2.9429
H: 1.6961 -1.3722 -3.4285
H: -1.7025 -1.7185 4.5418
H: 3.7208 -0.8618 -0.2721
H: -0.4966 2.8164 -1.1252
H: 3.7932 1.6658 -0.0891
H: 4.8627 0.2063 -1.0845
H: 5.7569 -5.3559 1.5403
H: -0.7024 3.1698 -3.5585
H: 1.4018 0.2059 -4.2312
H: -1.2775 -1.9893 2.9826
H: 1.3735 -3.5849 2.2985
H: 5.9211 -5.4221 -0.2233
H: -5.5968 -2.5194 2.7087
H: 2.7375 3.0762 -1.9359
H: 4.2256 2.3455 -2.5129
H: 3.4269 -4.9118 2.5229
H: 4.3916 2.6679 2.0182
H: 2.8529 2.4669 -3.5886
H: -5.4233 -2.2572 1.0131
H: 0.2891 2.5736 3.3098
H: -3.9098 4.8847 3.3958
H: -0.2220 -0.6896 -3.2374
H: -1.8403 -0.7450 -3.0908
H: -3.8045 -2.1045 4.1201
H: -3.8400 2.5182 4.0880
H: 2.6734 3.0799 3.7619
H: -2.4363 5.6946 1.5859
H: 0.6191 2.0915 -3.1048
H: 4.2805 -1.2251 -1.9021

For each atom in turn, the Mulliken charge in e is:
1. Ta 2.84
2. Sb 2.13
3. S 1.29
4. Si 0.66
5. F -0.62
6. F -0.67
7. F -0.60
8. F -0.54
9. F -0.47
10. F -0.30
11. O -0.54
12. O -0.83
13. O 1.54
14. O -0.62
15. O -0.45
16. O -0.55
17. N -0.68
18. N -0.38
19. N -0.86
20. N -0.31
21. N 0.85
22. N 0.21
23. N 0.67
24. N -0.09
25. C -0.92
26. C -1.62
27. C 0.78
28. C -0.78
29. C 0.28
30. C -0.84
31. C -0.43
32. C -0.80
33. C 0.14
34. C -1.11
35. C -1.24
36. C -0.29
37. C -0.94
38. C -0.92
39. C -0.86
40. C -0.17
41. C 0.24
42. C 0.14
43. C 0.60
44. C -1.47
45. C -1.53
46. C -0.65
47. C -0.58
48. C -1.48
49. C 0.44
50. H 0.30
51. H 0.44
52. H 0.44
53. H 0.34
54. H 0.60
55. H 0.61
56. H 0.46
57. H 0.62
58. H 0.67
59. H 0.35
60. H 0.33
61. H 0.44
62. H 0.12
63. H 0.41
64. H 0.62
65. H 0.41
66. H 0.70
67. H 0.54
68. H 0.01
69. H 0.46
70. H 0.39
71. H 0.25
72. H 0.39
73. H 0.44
74. H 0.45
75. H 0.52
76. H 0.51
77. H 0.16
78. H 0.69
79. H 0.49
80. H 0.13
81. H 0.41
82. H 0.23
83. H 0.50
84. H 0.50
85. H 0.53
86. H -0.63
87. H 0.46

***

[3]
ORCA calculation (the ωB97M-V functional and the def2-TZVPD basis) on 7 unconnected molecules or ions with the total composition C25H38IN3O18P.

Results
Maximum force in eV Å⁻¹: 2.24
Energy relative to the best compared isomer or geometry (same formula, charge and spin) in eV: 0.000
Multiplicity: 1
Gap between HOMO and LUMO in eV: 6.97
E_tot in eV: -85258.194
E_LUMO in hartree: 0.071
Total charge: -1

CARTESIAN COORDINATES (ANGSTROEM)
I: -2.9704 -1.8587 -3.8916
P: -1.9573 0.5878 -3.7874
O: -1.5354 2.7923 2.8619
O: 3.9243 0.9160 -0.2060
O: -1.3877 -3.0760 3.0904
O: 2.7793 -7.4653 -3.5117
O: 3.6984 -5.8151 -4.7375
O: -0.7360 -2.6620 -0.1940
O: 1.7795 0.4355 5.8034
O: -1.8129 4.2269 1.1520
O: 0.5891 -1.1606 -1.2074
O: 0.6112 -3.2724 -1.8929
O: 2.9718 1.1671 1.8219
O: 0.6528 -2.7525 3.9589
O: 2.9396 -0.8130 0.8397
O: 3.0787 -5.4581 -2.6032
O: 0.4409 2.1773 5.3438
O: -0.9436 -1.1678 4.1324
O: 1.7997 2.2832 7.1015
O: 0.1406 3.2045 1.4196
N: -3.4856 -0.9244 -0.4566
N: 0.6271 4.5836 -3.8954
N: -3.5376 1.3902 -4.1380
C: -0.4953 4.4701 -4.6010
C: -0.9641 2.2264 -3.8562
C: 1.2682 3.6021 6.9359
C: -0.4588 -2.3713 3.7658
C: 0.0539 3.3514 6.0600
C: -1.3054 3.3413 -4.6124
C: 1.3948 -2.5433 -2.8588
C: -2.2803 0.7700 -1.8993
C: 2.2786 -6.1939 -1.6651
C: -0.9057 4.8806 0.2556
C: -2.6411 -2.3907 3.1794
C: 0.0766 -2.3895 -1.0196
C: 2.5099 -7.6239 -2.1148
C: 2.4395 -1.0438 2.1653
C: 0.2274 2.3352 -3.1336
C: 1.7002 -1.2649 -2.1063
C: 3.3430 0.4661 0.7318
C: -1.1132 3.3446 1.8973
C: -3.5878 0.3080 -1.2654
C: 0.2236 3.8766 0.1496
C: -2.2003 -0.9673 3.4587
C: 2.0555 0.3567 2.5943
C: 3.2304 -6.2051 -3.7200
C: 1.3807 1.5211 6.0618
C: 0.9658 3.5137 -3.1823
H: -3.5113 1.6227 -5.1240
H: -4.0368 -1.6497 -0.8949
H: -0.5898 5.8207 0.7132
H: 1.2398 -5.8797 -1.7650
H: 2.6129 -5.9992 -0.6502
H: -2.2077 1.8396 -1.7259
H: -4.2826 0.7094 -4.0751
H: -1.3880 5.0859 -0.6962
H: 3.3833 -8.0761 -1.6405
H: 1.7623 -0.3902 -2.7479
H: -0.6919 -0.0806 -3.5369
H: 1.0361 0.6138 2.2999
H: -0.8417 3.1275 6.6420
H: 3.2306 -1.4679 2.7850
H: 1.2014 4.3338 0.0273
H: 1.0263 4.0331 7.9034
H: -3.1955 -2.4995 2.2517
H: -3.2159 -2.8208 4.0028
H: -2.1979 3.3403 -5.2106
H: -4.3797 0.2177 -1.9971
H: -0.1603 4.1599 5.3670
H: 1.6478 -8.2681 -1.9679
H: 2.1796 0.5466 3.6564
H: -2.5416 -1.2814 -0.5039
H: 2.0175 4.2217 6.4405
H: -1.7212 0.4221 -5.2052
H: 0.7861 -2.3695 -3.7477
H: 0.0544 3.1589 -0.6479
H: -0.7762 5.3245 -5.1960
H: 0.5576 1.4968 -2.5406
H: 2.6053 -1.3317 -1.5035
H: 1.6143 -1.7393 2.1245
H: 1.8804 3.5855 -2.6122
H: 2.2804 -3.1112 -3.1279
H: -1.4328 0.3200 -1.3877
H: -2.0234 -0.3998 2.5468
H: -3.9002 1.0915 -0.5773
H: -2.8841 -0.4160 4.0973

For each atom in turn, the Mulliken charge in e is:
1. I -0.46
2. P 0.00
3. O -0.52
4. O -0.60
5. O -0.33
6. O -0.34
7. O -0.54
8. O -0.62
9. O -0.52
10. O -0.38
11. O 0.09
12. O -0.34
13. O -0.37
14. O -0.57
15. O -0.29
16. O -0.27
17. O -0.10
18. O -0.19
19. O -0.38
20. O -0.20
21. N -0.45
22. N -0.70
23. N -0.88
24. C -0.46
25. C 0.00
26. C -0.35
27. C 0.61
28. C -0.28
29. C -0.47
30. C -0.32
31. C 0.03
32. C -0.23
33. C -0.50
34. C -0.37
35. C 0.36
36. C -0.34
37. C -0.02
38. C 0.55
39. C -0.39
40. C 0.72
41. C 0.50
42. C -0.83
43. C 0.42
44. C -0.03
45. C 0.63
46. C 0.67
47. C 0.57
48. C -0.53
49. H 0.32
50. H 0.31
51. H 0.30
52. H 0.19
53. H 0.35
54. H 0.18
55. H 0.24
56. H 0.33
57. H 0.25
58. H 0.33
59. H -0.28
60. H -0.03
61. H 0.28
62. H 0.13
63. H 0.39
64. H 0.30
65. H 0.29
66. H 0.26
67. H 0.25
68. H 0.27
69. H 0.23
70. H 0.29
71. H -0.26
72. H 0.19
73. H 0.27
74. H 0.36
75. H 0.23
76. H -0.42
77. H 0.38
78. H 0.23
79. H 0.28
80. H 0.10
81. H 0.54
82. H 0.35
83. H -0.09
84. H 0.06
85. H 0.28
86. H 0.27

***

Question: Which of these has the highest maximum force?
Answer: C25H38IN3O18P

***

Question: The highest maximum force belongs to which entry?
Answer: C25H38IN3O18P